1.
{
  "formula": "C30H22BrF5N5O2SSeTi",
  "method": "the ωB97M-V functional and the def2-TZVPD basis",
  "symbols": ["Ti", "O", "C", "C", "C", "C", "C", "C", "C", "N", "N", "C", "O", "C", "C", "C", "C", "C", "C", "H", "H", "H", "H", "H", "H", "H", "H", "H", "H", "C", "C", "C", "C", "C", "Br", "N", "C", "H", "H", "H", "H", "H", "H", "C", "N", "C", "C", "N", "C", "S", "H", "H", "H", "H", "H", "H", "F", "C", "C", "F", "C", "F", "C", "Se", "C", "F", "C", "F"],
  "positions_angstrom": [[-0.344, -0.481, -0.356], [1.131, -0.716, -1.516], [1.725, -1.771, -2.048], [2.724, -1.575, -3.007], [3.329, -2.656, -3.615], [2.981, -3.960, -3.272], [2.046, -4.165, -2.279], [1.414, -3.092, -1.638], [0.586, -3.386, -0.491], [-0.023, -2.486, 0.189], [-0.676, -2.875, 1.350], [-1.070, -1.827, 1.997], [-0.859, -0.590, 1.618], [-1.773, -2.026, 3.294], [-2.105, -3.311, 3.723], [-2.747, -3.496, 4.935], [-3.070, -2.403, 5.730], [-2.762, -1.123, 5.300], [-2.123, -0.935, 4.084], [2.981, -0.558, -3.272], [4.091, -2.485, -4.365], [3.452, -4.800, -3.763], [1.797, -5.173, -1.971], [0.538, -4.415, -0.140], [-1.848, -4.152, 3.097], [-3.000, -4.496, 5.261], [-3.570, -2.552, 6.678], [-3.033, -0.268, 5.905], [-1.937, 0.067, 3.723], [0.317, 4.973, -0.702], [-0.710, 3.914, -0.437], [-2.001, 4.209, -0.007], [-2.894, 3.193, 0.275], [-2.466, 1.883, 0.129], [-3.664, 0.502, 0.578], [-1.251, 1.579, -0.311], [-0.397, 2.574, -0.589], [-0.150, 5.932, -0.917], [0.950, 4.703, -1.546], [0.963, 5.106, 0.168], [-2.310, 5.241, 0.106], [-3.901, 3.397, 0.607], [0.579, 2.272, -0.950], [3.621, 3.052, 2.299], [2.340, 2.568, 2.767], [1.606, 3.096, 3.814], [0.468, 2.374, 3.903], [0.526, 1.420, 2.914], [1.671, 1.528, 2.212], [2.139, 0.562, 0.910], [4.179, 3.455, 3.141], [3.489, 3.826, 1.542], [4.165, 2.221, 1.857], [1.959, 3.932, 4.388], [-0.367, 2.460, 4.572], [-0.173, 0.724, 2.647], [0.854, -0.257, -7.222], [0.175, -0.489, -6.096], [0.149, 0.456, -5.087], [0.796, 1.618, -5.242], [-0.554, 0.197, -3.925], [-0.584, 1.174, -2.999], [-1.228, -0.993, -3.702], [-2.117, -1.411, -2.073], [-1.198, -1.916, -4.743], [-1.821, -3.090, -4.620], [-0.513, -1.680, -5.922], [-0.500, -2.598, -6.892]],
  "forces_ev_per_a": [[0.60, 0.10, -0.28], [-0.48, -0.08, -0.03], [0.07, -0.20, 0.13], [-0.21, -0.11, -0.14], [0.05, 0.08, -0.04], [-0.05, -0.08, 0.03], [0.04, 0.06, -0.03], [0.19, 0.04, -0.13], [-0.09, 0.11, 0.28], [0.22, 0.14, -0.01], [0.03, -0.11, -0.14], [-0.08, -0.08, 0.59], [-0.25, -0.15, -0.51], [-0.08, -0.06, -0.05], [0.08, 0.02, 0.03], [0.00, 0.01, 0.00], [-0.02, -0.05, 0.03], [-0.02, 0.04, 0.02], [-0.05, -0.02, -0.14], [0.00, 0.02, 0.00], [-0.01, 0.01, -0.02], [0.01, -0.01, 0.00], [-0.01, 0.00, 0.02], [-0.06, 0.00, -0.02], [0.01, 0.00, -0.01], [0.00, -0.01, 0.01], [0.00, 0.00, 0.00], [0.00, 0.01, 0.00], [0.05, 0.01, 0.01], [0.04, 0.06, -0.04], [-0.11, -0.11, 0.02], [0.05, -0.01, -0.01], [0.04, 0.02, -0.02], [0.02, 0.17, -0.06], [-0.02, 0.03, 0.00], [0.11, -0.15, 0.48], [-0.03, 0.16, -0.04], [-0.01, 0.00, -0.01], [0.01, -0.01, 0.00], [0.00, 0.00, 0.00], [0.00, 0.02, 0.01], [-0.01, 0.00, 0.01], [0.00, -0.02, 0.07], [0.06, 0.01, -0.02], [0.11, -0.11, -0.05], [-0.19, 0.00, 0.05], [0.03, 0.17, 0.03], [-0.07, 0.01, -0.07], [-0.07, -0.02, 0.00], [-0.16, 0.13, -0.16], [0.00, 0.00, -0.01], [0.01, -0.01, 0.01], [0.00, 0.02, 0.01], [0.00, 0.00, 0.04], [0.01, 0.01, 0.04], [0.03, -0.13, 0.06], [-0.02, 0.00, 0.00], [-0.06, -0.08, 0.09], [-0.01, -0.03, -0.02], [-0.01, -0.02, -0.01], [-0.05, 0.05, -0.10], [0.08, -0.05, -0.05], [0.05, -0.09, -0.02], [0.03, 0.17, 0.13], [0.11, 0.03, 0.02], [0.00, -0.01, 0.00], [0.05, 0.11, 0.01], [0.02, 0.00, -0.01]],
  "lowdin_charge": [0.733, -0.288, -0.320, -0.005, -0.075, -0.092, -0.037, -0.134, -0.050, -0.112, 0.111, -0.432, -0.282, -0.137, -0.023, -0.076, -0.088, -0.082, -0.036, 0.121, 0.105, 0.099, 0.113, 0.138, 0.109, 0.103, 0.102, 0.101, 0.094, -0.031, -0.232, -0.003, -0.088, -0.702, 0.842, -0.046, -0.096, 0.082, 0.088, 0.081, 0.123, 0.103, 0.107, -0.032, -0.127, -0.056, -0.068, 0.081, -0.752, 0.710, 0.093, 0.091, 0.065, 0.118, 0.115, 0.091, 0.120, -0.141, -0.146, 0.111, -0.254, 0.054, -0.495, 0.733, -0.257, 0.078, -0.142, 0.119],
  "homo_energy_ev": [-7.20, -7.32],
  "energy_ev": -225942.776,
  "gap_ev": [7.05, 7.16],
  "lumo_ev": [-0.1, -0.2],
  "multiplicity": 2
}

2.
{
  "formula": "C30H22Cl2F5N3STeZr",
  "method": "the ωB97M-V functional and the def2-TZVPD basis",
  "symbols": ["Zr", "F", "C", "C", "F", "C", "F", "C", "S", "C", "F", "C", "F", "N", "C", "C", "C", "C", "C", "C", "C", "C", "N", "C", "H", "H", "H", "H", "H", "H", "H", "H", "C", "C", "C", "C", "C", "C", "Te", "C", "C", "C", "H", "H", "H", "H", "H", "H", "H", "H", "H", "H", "H", "Cl", "C", "C", "C", "C", "C", "Cl", "C", "N", "H", "H", "H"],
  "positions_angstrom": [[1.842, 1.275, -0.891], [-2.210, 5.893, -0.107], [-1.493, 5.016, -0.798], [-0.188, 4.741, -0.441], [0.378, 5.347, 0.600], [0.522, 3.816, -1.176], [1.824, 3.578, -0.752], [0.004, 3.107, -2.263], [0.920, 1.881, -3.156], [-1.305, 3.443, -2.607], [-1.888, 2.846, -3.644], [-2.045, 4.363, -1.888], [-3.298, 4.630, -2.240], [1.730, 2.227, 1.699], [1.261, -0.407, 1.169], [0.155, -0.763, 2.043], [-0.435, -2.062, 1.987], [-0.284, -2.869, 0.929], [0.555, -2.476, -0.139], [0.738, -3.276, -1.270], [1.605, -2.932, -2.287], [2.327, -1.751, -2.197], [2.226, -0.935, -1.158], [1.303, -1.275, -0.093], [1.452, 3.149, 1.990], [2.198, 0.424, 2.694], [0.319, -0.354, 3.037], [-0.976, -2.402, 2.860], [-0.741, -3.849, 0.896], [0.164, -4.193, -1.341], [1.716, -3.565, -3.155], [3.006, -1.434, -2.980], [-5.104, -3.626, -0.376], [-4.232, -2.418, -0.159], [-3.430, -1.915, -1.175], [-2.587, -0.828, -0.977], [-1.774, -0.332, -2.138], [-2.531, -0.218, 0.286], [-0.954, 1.125, 0.785], [-3.369, -0.683, 1.310], [-3.426, -0.062, 2.686], [-4.207, -1.768, 1.064], [-4.892, -4.097, -1.335], [-6.161, -3.354, -0.355], [-4.944, -4.365, 0.411], [-3.452, -2.389, -2.151], [-2.028, -0.874, -3.048], [-0.703, -0.458, -1.965], [-1.961, 0.727, -2.316], [-2.728, 0.765, 2.783], [-3.198, -0.804, 3.455], [-4.430, 0.318, 2.880], [-4.849, -2.121, 1.866], [6.481, 3.166, 0.592], [5.742, 1.617, 0.782], [6.314, 0.610, 1.467], [5.596, -0.628, 1.675], [4.292, -0.747, 1.330], [3.544, 0.452, 1.046], [2.089, 0.854, 1.354], [4.412, 1.421, 0.194], [3.984, 1.767, -0.979], [7.308, 0.723, 1.878], [6.111, -1.454, 2.147], [3.706, -1.599, 1.665]],
  "forces_ev_per_a": [[2.34, -0.68, -1.61], [0.00, 0.01, 0.00], [0.04, -0.03, 0.04], [0.04, 0.01, 0.02], [-0.03, -0.01, 0.03], [0.07, 0.20, -0.18], [-0.58, 0.33, -0.63], [0.29, 0.25, 0.02], [-0.42, 0.42, -0.14], [-0.02, -0.11, 0.12], [-0.01, 0.01, -0.02], [-0.06, 0.02, -0.07], [0.00, 0.00, 0.00], [-0.68, 3.05, -0.23], [-3.32, -11.16, -3.43], [2.16, 1.35, -0.06], [-0.31, 0.27, 0.48], [-0.09, -0.29, -0.16], [0.33, 0.12, -0.94], [-0.13, -0.04, 0.10], [0.13, -0.12, -0.20], [0.00, -0.04, 0.19], [-1.98, 0.09, 1.55], [1.78, 2.23, 0.88], [0.13, -0.13, 0.63], [-0.38, 0.64, 0.82], [-0.49, 0.24, 0.00], [-0.17, 0.11, -0.07], [0.00, 0.01, 0.01], [0.01, 0.00, 0.00], [0.02, 0.02, 0.00], [-0.02, 0.01, -0.02], [-0.01, 0.08, 0.04], [0.00, -0.06, -0.02], [0.02, -0.01, 0.03], [-0.09, 0.06, -0.01], [-0.06, -0.11, 0.03], [0.22, -0.26, -0.14], [-2.66, 1.35, -0.38], [0.03, 0.11, 0.06], [0.03, -0.05, -0.16], [0.00, 0.02, 0.00], [-0.02, 0.00, -0.01], [-0.01, -0.02, -0.03], [-0.01, -0.02, -0.01], [0.00, 0.02, -0.01], [0.00, 0.01, -0.01], [0.01, 0.03, 0.00], [0.09, 0.01, 0.00], [-0.04, 0.02, 0.10], [0.01, 0.02, 0.02], [0.00, -0.01, 0.03], [0.02, 0.00, 0.01], [0.12, -0.09, -0.17], [-0.06, 0.05, 0.15], [-0.15, -0.03, 0.14], [0.35, -0.05, -0.55], [-1.25, 0.35, 2.46], [6.80, -0.44, -3.16], [0.93, 3.06, 4.78], [-2.33, -1.08, -1.12], [-0.88, 0.61, 1.33], [0.01, 0.03, -0.02], [0.05, -0.10, -0.25], [0.24, -0.25, -0.25]],
  "lowdin_charge": [1.371, 0.144, -0.140, -0.171, 0.132, -0.272, -0.064, -0.578, 0.602, -0.253, 0.096, -0.134, 0.142, -0.300, -0.703, -0.257, -0.082, -0.026, -0.179, 0.007, -0.048, -0.117, -0.052, -0.179, 0.067, 0.090, 0.100, 0.120, 0.127, 0.126, 0.107, 0.128, -0.052, -0.273, -0.020, -0.308, -0.083, -0.433, 1.316, -0.323, -0.084, -0.025, 0.072, 0.082, 0.078, 0.113, 0.086, 0.025, 0.056, 0.000, 0.080, 0.085, 0.124, 0.673, -0.640, -0.109, -0.087, -0.074, -0.496, 0.606, -0.458, -0.055, 0.106, 0.100, 0.113],
  "homo_energy_ev": -6.15,
  "energy_ev": -93960.598,
  "gap_ev": 4.95,
  "lumo_ev": -1.2,
  "multiplicity": 1
}

The records above yield relative energy (zero: lowest compared OMol25 entry of this formula, charge and spin) values of 0.091 8.378 eV, respectively.